1.
DFT (ωB97M-V with the def2-TZVPD basis set) results for C20H18N4S in the gas phase at a distorted geometry.

```
! RIJCOSX wB97M-V def2-TZVPD def2/J DEFGRID3
* xyz 0 1
C 0.4597 3.3403 2.7446
C -0.8365 3.5163 2.0566
C -1.7650 4.3955 2.6681
C -3.0367 4.6033 2.0748
C -3.3996 3.8936 0.9461
C -2.4811 2.9533 0.3759
C -1.1864 2.7817 0.8851
C -0.1806 1.9208 0.1984
N 1.0509 2.4001 0.0180
C 1.9008 1.6148 -0.6652
N 1.6381 0.4152 -1.2071
C 0.4407 -0.0747 -0.9099
C -0.5420 0.6333 -0.2294
N -1.6689 -0.1612 -0.0946
C -1.2984 -1.4278 -0.4870
S -2.2756 -2.7316 -0.2531
N 0.0033 -1.3590 -1.0250
C 0.8275 -2.4608 -1.1772
C 1.6633 -2.8767 -0.1230
C 1.7219 -2.0947 1.1608
C 2.4376 -4.0588 -0.3075
C 2.3725 -4.7812 -1.4873
C 1.5067 -4.3767 -2.5216
C 0.7367 -3.2316 -2.3489
C -0.2028 -2.7674 -3.4951
H 0.7240 2.2838 2.6750
H 0.4110 3.6281 3.8090
H 1.2348 3.9844 2.3003
H -1.4181 4.9383 3.5304
H -3.7149 5.3548 2.4610
H -4.3817 4.0871 0.5330
H -2.7835 2.4308 -0.5261
H 2.8968 2.0080 -0.8818
H -2.3756 -0.0248 0.6299
H 2.1755 -1.0934 0.9945
H 2.4273 -2.6027 1.8563
H 0.7669 -2.0417 1.6655
H 3.1137 -4.3608 0.5000
H 3.0327 -5.6333 -1.6375
H 1.4009 -4.9843 -3.4316
H -0.0058 -1.7481 -3.8141
H -1.1986 -2.8111 -3.1131
H -0.1917 -3.4811 -4.3473
*
```

## Properties
- LUMO energy: -0.00039 Eh
- Gap between HOMO and LUMO: 8.2 eV
- Energy relative to the best compared isomer or geometry (same formula, charge and spin): 0.1591 eV
- SMILES: Cc1ccccc1-c1ncnc2c1[nH]c(=S)n2-c1c(C)cccc1C

2.
DFT (ωB97M-V with the def2-TZVPD basis set) results for a molecular structure, C20H19As2CoF6NO2S at a distorted geometry.

```
! RIJCOSX wB97M-V def2-TZVPD def2/J DEFGRID3
* xyz 1 1
Co -0.5310 -0.9132 1.6567
S -2.3743 -1.0392 -1.9960
C -2.7731 -2.6435 -1.3458
C -3.9905 -3.2453 -1.6498
C -4.2719 -4.5298 -1.2136
C -3.3301 -5.2479 -0.4901
C -2.1188 -4.6617 -0.1681
C -1.8417 -3.3593 -0.5840
As -0.2141 -2.5394 0.0156
C 0.8134 -3.9532 0.8087
C 0.4555 -4.4729 2.0514
C 1.1513 -5.5545 2.5644
C 2.1962 -6.1140 1.8397
C 2.5455 -5.5975 0.6012
C 1.8560 -4.5127 0.0776
C 0.8210 -1.9517 -1.4747
C 1.9273 -1.1433 -1.2280
C 2.7555 -0.7873 -2.2808
C 2.4779 -1.2434 -3.5625
C 1.3784 -2.0578 -3.7978
C 0.5406 -2.4181 -2.7534
H -4.7084 -2.7025 -2.2508
H -5.2235 -4.9818 -1.4600
H -3.5387 -6.2604 -0.1733
H -1.3938 -5.2159 0.4118
H -0.3626 -4.0473 2.6186
H 0.8802 -5.9593 3.5300
H 2.7405 -6.9567 2.2442
H 3.3582 -6.0360 0.0382
H 2.1358 -4.1101 -0.8871
H 2.1470 -0.7910 -0.2269
H 3.6166 -0.1585 -2.1003
H 3.1241 -0.9645 -4.3839
H 1.1694 -2.4143 -4.7973
H -0.3080 -3.0651 -2.9381
F 1.1086 0.3770 1.6347
As 1.3385 0.0821 3.4051
F 1.6035 1.6849 3.8099
F 2.9448 -0.3501 3.1482
F -0.4337 0.3027 3.3553
F 0.8407 -1.6270 2.7646
F 1.2358 -0.5554 4.9598
N -4.8939 -0.2976 0.4366
C -4.1104 0.2063 1.5622
C -2.7433 -0.4174 1.5455
O -2.3945 -1.4356 2.2029
O -1.8025 0.0943 0.8374
H -5.5865 0.3863 0.1607
H -5.3854 -1.1458 0.6905
H -3.4054 -0.4093 -1.4188
H -4.5579 0.0037 2.5394
H -3.9614 1.2793 1.4600
*
```

## Properties
- LUMO energy (spin up / spin down): -0.20061 / -0.19455 Eh
- Gap between HOMO and LUMO (spin up / spin down): 6.4 / 6.6 eV

3.
DFT (ωB97M-V with the def2-TZVPD basis set) results for a molecular structure, C20H19BCoF2N8.

```
! RIJCOSX wB97M-V def2-TZVPD def2/J DEFGRID3
* xyz 1 5
Co -0.4278 0.4063 0.1606
C -1.4409 2.6092 3.7531
C -1.6759 1.5247 2.9107
N -0.8268 1.5372 1.8836
N -0.0456 2.6284 2.0392
C -0.3946 3.2836 3.1543
B 0.9568 3.0473 0.9367
N 1.9846 1.9131 0.7149
C 3.3194 1.9520 0.8005
C 3.8195 0.7016 0.4837
C 2.6886 -0.0615 0.2068
N 1.5877 0.6745 0.3496
N 0.1442 3.2547 -0.3623
C -0.0366 4.3678 -1.0874
C -0.9358 4.0923 -2.0983
C -1.2636 2.7498 -1.9094
N -0.6042 2.2509 -0.8661
H -1.9593 2.8690 4.6584
H -2.4226 0.7508 2.9934
H 0.1199 4.1853 3.4409
H 1.5185 4.0558 1.2463
H 3.8226 2.8624 1.0794
H 4.8494 0.3942 0.4570
H 2.6108 -1.0953 -0.0885
H 0.4808 5.2768 -0.8307
H -1.3041 4.7640 -2.8526
H -1.9460 2.1308 -2.4707
C -0.3355 -1.1957 -3.9198
C -0.8373 -2.4741 -3.7488
C -1.1625 -2.9114 -2.4747
C -0.9862 -2.0495 -1.4045
N -0.5338 -0.7993 -1.5814
C -0.2036 -0.3873 -2.8050
C -1.2096 -2.4460 0.0121
C -1.6294 -3.7114 0.3901
C -1.7264 -4.0128 1.7389
C -1.3906 -3.0494 2.6745
C -0.9934 -1.8048 2.2210
N -0.9179 -1.5052 0.9239
H -0.0520 -0.8248 -4.8940
H -0.9621 -3.1344 -4.5963
H -1.5257 -3.9163 -2.3250
H 0.1784 0.6225 -2.8770
H -1.8642 -4.4611 -0.3497
H -2.0509 -4.9958 2.0528
H -1.4350 -3.2499 3.7351
H -0.7183 -1.0144 2.9068
F 0.9205 -4.6757 -1.1704
C 1.8872 -3.8104 -0.8905
F 2.1907 -3.0808 -1.9550
H 2.7386 -4.2380 -0.3667
*
```

## Properties
- LUMO energy (spin up / spin down): -0.12529 / -0.13046 Eh
- Gap between HOMO and LUMO (spin up / spin down): 8.3 / 8.2 eV
- <S²>: 6.009

4.
DFT (ωB97M-V with the def2-TZVPD basis set) results for C20H19Br2ClN2O2S in the gas phase at a distorted geometry.

```
! RIJCOSX wB97M-V def2-TZVPD def2/J DEFGRID3
* xyz 0 1
C 1.4419 -2.6414 4.8846
S -0.0746 -2.1078 4.0899
O -0.4464 -3.0821 3.0833
O -1.1079 -1.7698 5.0749
N 0.4349 -0.6583 3.2587
C -0.6476 0.2922 2.9445
C -0.1197 1.5707 2.2594
C 0.9285 1.3302 1.1328
C 0.2679 0.7502 -0.1717
C 1.3581 0.3557 -1.1287
N 1.6019 -0.9651 -1.2553
C 2.6897 -1.3798 -1.9451
C 3.5781 -0.4776 -2.5068
Br 5.1105 -1.1655 -3.4736
C 3.3370 0.8951 -2.4391
C 2.1916 1.3410 -1.7569
C 1.9597 2.7997 -1.6174
C 0.7152 3.3970 -1.4680
C -0.6236 2.8161 -1.4310
C -1.6725 3.5825 -1.9291
C -2.9798 3.0609 -1.9890
Cl -4.3320 3.9211 -2.7503
C -3.1878 1.7709 -1.4822
C -2.1908 1.0225 -0.8684
Br -2.6730 -0.5803 -0.0389
C -0.8603 1.5597 -0.8363
C 2.0391 0.4038 1.7588
C 1.4335 -0.9314 2.2223
H 1.9096 -1.7925 5.4066
H 2.1350 -3.0768 4.1647
H 1.2273 -3.3706 5.6691
H -1.2006 0.5561 3.8396
H -1.3859 -0.2068 2.3146
H -0.9919 2.1348 1.8498
H 0.3832 2.2058 3.0163
H 1.3909 2.3110 0.9308
H -0.1863 -0.1760 0.1807
H 2.9049 -2.4603 -2.0052
H 4.0411 1.5734 -2.8701
H 2.8415 3.4302 -1.6147
H 0.7721 4.4879 -1.4121
H -1.5287 4.6172 -2.2876
H -4.1799 1.3425 -1.5618
H 2.4387 0.9282 2.6464
H 2.8665 0.2441 1.0249
H 1.0086 -1.4632 1.3564
H 2.2536 -1.5235 2.6012
*
```

## Properties
- LUMO energy: -0.01434 Eh
- Gap between HOMO and LUMO: 8.4 eV
- Energy relative to the best compared isomer or geometry (same formula, charge and spin): 0.0000 eV
- SMILES: CS(=O)(=O)N1CCC([C@@H]2c3ncc(Br)cc3C=Cc3cc(Cl)cc(Br)c32)CC1

5.
DFT (ωB97M-V with the def2-TZVPD basis set) results for a molecular structure, C20H19BrCuN2OS.

```
! RIJCOSX wB97M-V def2-TZVPD def2/J DEFGRID3
* xyz 1 1
Cu -0.6515 1.2334 1.8545
Br 6.1135 -1.4319 -0.4312
C 4.4427 -0.5714 -0.2624
C 4.3330 0.7784 -0.5530
C 3.1035 1.4061 -0.4204
C 1.9983 0.6800 0.0062
C 2.1214 -0.6674 0.3201
C 3.3432 -1.2989 0.1699
N 0.7248 1.2926 0.1674
C 0.2877 2.0819 -0.7255
C -1.0106 2.7575 -0.5327
C -1.5154 3.6266 -1.4821
C -2.7323 4.2491 -1.2351
C -3.3909 3.9770 -0.0518
C -2.8168 3.0873 0.8463
N -1.6520 2.4873 0.6146
H 5.2003 1.3372 -0.8748
H 3.0090 2.4641 -0.6280
H 1.2555 -1.2195 0.6631
H 3.4467 -2.3512 0.3935
H 0.8440 2.2880 -1.6398
H -0.9648 3.8104 -2.3946
H -3.1533 4.9356 -1.9566
H -4.3372 4.4413 0.1853
H -3.3042 2.8495 1.7823
C 0.6948 -5.0831 0.7873
C 0.5750 -3.9038 1.7094
C -0.5816 -3.1202 1.7228
C -0.6909 -2.0234 2.5589
C 0.3758 -1.6935 3.3856
C 1.5407 -2.4454 3.3795
C 1.6258 -3.5563 2.5541
S 0.3025 -0.2834 4.4587
C -0.8784 -0.8870 5.6564
O -0.4749 0.8032 3.7277
H -0.2773 -5.3905 0.4066
H 1.1503 -5.9324 1.2951
H 1.3262 -4.8372 -0.0693
H -1.4094 -3.3845 1.0765
H -1.5973 -1.4272 2.5643
H 2.3727 -2.1688 4.0155
H 2.5296 -4.1535 2.5566
H -1.7980 -1.1722 5.1488
H -1.0610 -0.0770 6.3596
H -0.4360 -1.7398 6.1697
*
```

## Properties
- LUMO energy: -0.13085 Eh
- Gap between HOMO and LUMO: 7.6 eV
- Energy relative to the best compared isomer or geometry (same formula, charge and spin): 0.0000 eV